Here is one molecule with the formula C4H5Cl2FO at a distorted geometry from the OMol25 dataset. Energies are from the ωB97M-V functional and the def2-TZVPD basis.

Cartesian coordinates (Å):
C  0.414  0.910  -2.385
C  -1.050  1.029  -0.633
C  -0.281  0.405  0.521
C  0.318  -0.774  0.581
H  0.387  0.526  -3.424
H  0.497  2.018  -2.517
H  1.329  0.618  -1.877
H  -0.783  2.110  -0.605
H  -2.147  1.031  -0.450
O  -0.815  0.515  -1.853
F  0.875  -1.311  1.637
Cl  -0.334  1.376  2.031
Cl  0.508  -1.849  -0.828

Properties
**Charge**: 0
**E**: -34037.217 eV
**Energy above the lowest of the compared OMol25 structures with the same formula, charge and spin**: 1.123 eV
**SMILES**: COC/C(Cl)=C(/F)Cl
**Spin multiplicity**: 1
**Gap between HOMO and LUMO**: 10.4 eV

natural (NBO) population analysis, charges in e, atoms 1 to 8:
1 C -0.271
2 C -0.090
3 C -0.136
4 C 0.362
5 H 0.203
6 H 0.168
7 H 0.182
8 H 0.178